1.
Computed, not measured: a cluster of 2 separate species, C2H4O2 in total in a non-equilibrium geometry, with wB97M-V/def2-TZVPD.

```
8
Properties=species:S:1:pos:R:3:forces:R:3
O 0.85327 0.03541 1.44430 4.3 -6.8 4.5
O -2.28951 0.85231 -1.41783 0.7 -2.8 1.0
C 1.33239 -0.22549 0.30214 -0.1 3.3 -4.8
C -1.79416 -0.23281 -1.27334 0.1 2.0 -1.2
H 0.28344 0.63702 1.63830 -5.5 6.0 0.8
H -1.92479 -1.16073 -0.65140 -0.7 0.8 0.2
H 1.24694 0.73237 -0.28229 0.2 -1.3 -0.7
H 2.29242 -0.63808 0.24011 1.1 -1.1 0.3
```
Forces are in eV/Å.

Computed properties:
Frontier orbital gap (alpha / beta) in eV: 8.1 / 8.5
Net charge: 0
HOMO energy (alpha / beta) in eV: -7.65 / -8.05
E_LUMO (alpha / beta) in eV: 0.41 / 0.49



2.
Computed, not measured: a structure of composition C2H4O2 in a non-equilibrium geometry, with wB97M-V/def2-TZVPD.

```
8
Properties=species:S:1:pos:R:3:forces:R:3
O -0.58368 0.02036 -0.59750 -1.9 0.9 1.7
O 1.45362 -0.29887 0.36435 0.6 -0.1 1.3
C 0.64928 -0.47109 -0.47930 -0.6 0.6 -1.9
C -1.22465 0.62818 0.57728 -0.8 -0.2 2.1
H -2.10503 1.41417 0.20621 2.7 -2.2 0.9
H -1.85111 -0.35726 1.25784 2.1 3.3 -2.1
H 0.75971 -0.92201 -1.46460 0.9 -0.7 -0.1
H -0.31085 1.15061 1.27787 -3.0 -1.5 -1.9
```
Forces are in eV/Å.

Computed properties:
Frontier orbital gap in eV: 11.7
Net charge: 0
HOMO energy in eV: -10.95
E_LUMO in eV: 0.78



3.
Computed, not measured: a cluster of 2 separate species, C2H4O2 in total in a non-equilibrium geometry, with wB97M-V/def2-TZVPD.

```
8
Properties=species:S:1:pos:R:3:forces:R:3
O -0.04735 -2.14244 0.56481 0.1 -0.4 -0.1
O 0.32241 1.75210 -0.14858 -0.7 -0.1 0.1
C -0.91162 -1.45117 0.96841 0.1 0.7 0.1
C 0.70690 1.80530 -1.27398 1.2 -0.2 -0.8
H 1.56141 1.18411 -1.63291 -0.2 -0.2 0.3
H 0.35129 2.47587 -2.08017 -0.5 0.3 0.5
H -0.71506 -0.34006 1.00130 0.0 0.1 0.0
H -1.90181 -1.80619 1.31503 0.0 -0.1 0.0
```
Forces are in eV/Å.

Computed properties:
Frontier orbital gap (alpha / beta) in eV: 10.5 / 3.8
Net charge: +1
HOMO energy (alpha / beta) in eV: -16.23 / -14.33
E_LUMO (alpha / beta) in eV: -5.71 / -10.57
Spin multiplicity: 2



4.
Computed, not measured: a structure of composition C2H4O2P in a non-equilibrium geometry, with wB97M-V/def2-TZVPD.

```
9
Properties=species:S:1:pos:R:3:forces:R:3
P -2.77615 -0.01132 0.02100 0.2 0.2 -0.2
O -1.74867 -1.17290 -0.13698 -2.2 -0.4 0.1
O -1.72804 1.13558 0.10363 -1.6 1.5 -0.2
C -0.36190 0.81702 -0.14477 0.7 -2.7 1.6
C -0.45023 -0.74246 0.11277 4.3 -0.5 -1.4
H 0.01316 1.16689 -1.10629 -0.4 0.0 0.1
H 0.21332 -1.31644 -0.61640 -0.7 0.7 1.2
H -0.15323 -0.99745 1.15823 -0.4 0.2 -0.8
H 0.23419 1.11039 0.71728 0.0 1.0 -0.4
```
Forces are in eV/Å.

Computed properties:
Frontier orbital gap in eV: 10.4
Net charge: +1
HOMO energy in eV: -17.17
E_LUMO in eV: -6.73



5.
Computed, not measured: the molecule C2H4O2S in a non-equilibrium geometry, with wB97M-V/def2-TZVPD.

```
9
Properties=species:S:1:pos:R:3:forces:R:3
S -0.16585 -0.99499 0.01252 0.2 -0.2 -0.8
O -0.79069 -1.72680 -1.06141 -0.2 0.9 0.1
O 0.31859 -1.75391 1.11135 0.5 -0.2 1.1
C 0.74595 0.41605 -0.47414 -0.4 0.5 -0.1
C -0.55982 0.66487 0.37347 2.4 -2.2 1.8
H 0.47826 0.57042 -1.53189 1.0 0.2 0.4
H -1.38440 1.18735 0.14097 -2.7 1.7 -1.7
H -0.32139 0.83492 1.41140 0.1 -0.1 0.3
H 1.67935 0.80209 0.01773 -0.9 -0.7 -1.0
```
Forces are in eV/Å.

Computed properties:
SMILES: O=S1(=O)CC1
Frontier orbital gap in eV: 11.2
Net charge: 0
HOMO energy in eV: -10.49
E_LUMO in eV: 0.68



6.
Computed, not measured: the molecule C2H4O2S in a non-equilibrium geometry, with wB97M-V/def2-TZVPD.

```
9
Properties=species:S:1:pos:R:3:forces:R:3
S -1.39867 -0.94101 -0.00578 0.0 -0.3 0.7
O -1.79846 -0.81123 -1.41083 -0.5 -0.1 -1.3
O -3.14320 0.89427 1.14897 1.7 -0.7 -1.1
C 0.41470 -0.62986 -0.00895 -1.3 0.1 1.0
C -2.04223 0.71166 0.68800 -1.2 -0.5 1.4
H 0.66332 -0.31999 -1.00221 0.1 0.6 -0.4
H 0.53118 0.10819 0.78117 0.7 0.2 -0.1
H 0.95158 -1.53317 0.23482 0.0 -0.3 0.2
H -1.27501 1.46341 0.68784 0.6 1.0 -0.3
```
Forces are in eV/Å.

Computed properties:
Frontier orbital gap in eV: 9.0
Net charge: 0
HOMO energy in eV: -9.16
E_LUMO in eV: -0.19



7.
Computed, not measured: the molecule C2H4O2S2 in a non-equilibrium geometry, with wB97M-V/def2-TZVPD.

```
10
Properties=species:S:1:pos:R:3:forces:R:3
S -2.32979 -1.00586 -0.44858 1.4 -1.0 -1.4
S 0.42714 -1.76979 0.55593 -1.1 3.3 0.4
O -2.95526 0.02932 0.70743 -0.8 0.3 -4.3
O 1.19369 -2.94632 0.31089 1.6 -1.8 -0.7
C -0.85604 -1.63320 -0.64475 -2.2 0.8 1.2
C 1.23299 -0.18856 -0.14841 1.6 0.0 0.6
H -2.77328 0.02966 1.58433 1.4 -0.4 4.4
H 1.95666 0.25970 0.66436 -1.0 -1.4 -1.8
H 1.67947 -0.39280 -1.17707 -0.2 0.1 1.6
H 0.51614 0.60150 -0.28891 -0.8 0.0 0.0
```
Forces are in eV/Å.

Computed properties:
SMILES: CS(=O)#CSO
Frontier orbital gap in eV: 8.5
Net charge: 0
HOMO energy in eV: -9.21
E_LUMO in eV: -0.70



8.
Computed, not measured: the molecule C2H4O3 in a non-equilibrium geometry, with wB97M-V/def2-TZVPD.

```
9
Properties=species:S:1:pos:R:3:forces:R:3
O 0.09900 -0.44184 -1.27926 0.7 0.6 0.4
O -0.24652 -1.13721 1.07964 -0.4 0.3 -1.3
O -1.48063 0.57774 0.13700 0.2 -0.2 -0.3
C -0.32121 -0.17147 0.25357 -0.1 -0.5 2.3
C 0.88086 0.64844 0.23507 -0.5 -0.4 -0.8
H 0.85334 1.73346 0.30819 0.1 0.0 -0.6
H -2.20860 -0.06161 0.13179 0.1 0.1 0.2
H 1.81651 0.12124 0.36464 -0.1 0.0 0.0
H 0.60726 -1.26876 -1.23065 0.1 0.1 0.1
```
Forces are in eV/Å.

Computed properties:
Frontier orbital gap (alpha / beta) in eV: 7.8 / 7.8
Net charge: 0
HOMO energy (alpha / beta) in eV: -9.48 / -9.48
E_LUMO (alpha / beta) in eV: -1.72 / -1.72